(1)
{"formula": "C3H10N2", "method": "ωB97M-V/def2-TZVPD", "homo_energy_ev": -8.75, "homo_lumo_gap_ha": 0.3595, "smiles": "C=N.CNC", "e_lumo_ev": 1.04, "elements": ["C", "N", "H", "H", "H", "C", "N", "C", "H", "H", "H", "H", "H", "H", "H"], "xyz": [[-2.53572, -0.94347, -0.30275], [-1.44478, -1.60124, -0.49890], [-3.28716, -0.85331, -1.10201], [-2.74648, -0.44504, 0.65652], [-0.86887, -1.59715, 0.35098], [1.78760, 0.22948, -0.84066], [0.58566, 0.87419, -0.32599], [0.61019, 0.93822, 1.12770], [1.88076, -0.79621, -0.46858], [2.68631, 0.79323, -0.57219], [1.73617, 0.18675, -1.93300], [-0.21846, 0.32237, -0.63800], [0.66454, -0.05987, 1.57474], [-0.30573, 1.41698, 1.48806], [1.45596, 1.53507, 1.48407]], "forces_ev_per_a": [[1.2, -0.6, 0.1], [-1.4, 0.7, 0.2], [0.4, -0.1, 0.3], [-0.1, -0.1, -0.3], [-0.2, 0.0, -0.2], [-0.2, 0.0, -0.3], [0.1, 0.1, -0.1], [-0.5, 0.1, -0.2], [0.2, -0.1, 0.1], [-0.2, 0.0, 0.1], [0.0, 0.0, 0.1], [0.4, 0.4, 0.2], [0.2, -0.1, 0.3], [0.1, 0.0, 0.0], [-0.1, -0.1, -0.2]]}

=====

(2)
{"formula": "C4H9NO4", "method": "ωB97M-V/def2-TZVPD", "homo_energy_ev": -9.60, "homo_lumo_gap_ha": 0.3676, "smiles": "O=C1N[C@H](CO)[C@@H]1O.O", "e_lumo_ev": 0.40, "elements": ["O", "C", "N", "C", "C", "O", "C", "O", "H", "H", "H", "H", "H", "H", "H", "O", "H", "H"], "xyz": [[1.35553, -0.06553, -2.77295], [0.66193, -0.25039, -1.79379], [-0.24172, 0.54435, -1.11044], [-0.66670, -0.49849, -0.17646], [-0.22715, -0.39141, 1.26477], [-0.70495, 0.82963, 1.80829], [0.14716, -1.50402, -1.05625], [1.15814, -2.25671, -0.47024], [-0.49929, 1.52841, -1.14293], [-1.75431, -0.65953, -0.21189], [0.87016, -0.40820, 1.35164], [-0.62034, -1.26106, 1.81511], [-0.58517, 0.83216, 2.76201], [-0.50853, -2.11245, -1.69699], [0.82476, -3.12245, -0.21933], [0.55037, 2.86110, 0.26851], [0.01106, 3.67802, 0.41735], [0.22903, 2.25654, 0.96360]], "forces_ev_per_a": [[-0.4, -0.1, 1.4], [-0.8, 0.5, -1.8], [0.5, -0.5, 0.2], [-0.7, -0.1, -0.2], [0.8, -0.3, 0.1], [-0.4, 0.3, 0.1], [0.1, 0.2, 0.2], [0.2, -0.3, 0.3], [0.5, -0.3, 0.0], [0.2, 0.0, 0.0], [-0.2, -0.1, -0.2], [0.0, 0.2, -0.1], [0.0, -0.1, 0.0], [0.2, 0.3, 0.1], [0.0, 0.0, 0.0], [-0.9, 1.3, 0.5], [0.8, -1.0, -0.2], [0.0, 0.1, -0.2]]}

=====

(3)
{"formula": "C6H15NO2", "method": "ωB97M-V/def2-TZVPD", "homo_energy_ev": [-6.35, -6.29], "homo_lumo_gap_ha": [0.2590, 0.2562], "e_lumo_ev": [0.69, 0.68], "elements": ["C", "C", "C", "C", "C", "C", "N", "O", "O", "H", "H", "H", "H", "H", "H", "H", "H", "H", "H", "H", "H", "H", "H", "H"], "xyz": [[-1.17890, 0.93443, 0.05243], [-0.02667, -1.05405, 0.33778], [1.08406, -0.25814, 0.14349], [-0.71609, -1.90434, -0.67954], [1.52682, 0.20068, -1.21480], [1.73209, 0.42110, 1.31216], [-2.23212, 0.65787, 0.96951], [-1.66452, 0.95293, -1.26503], [-0.61149, 2.19882, 0.28567], [-2.26003, 0.20134, -1.36049], [-0.30279, 2.55281, -0.55799], [-0.27302, -1.27708, 1.36955], [1.67362, -1.88949, 0.34107], [-2.87873, 1.44860, 1.02964], [-1.87260, 0.47578, 1.89694], [-0.52704, -1.57248, -1.69828], [-0.36001, -2.93203, -0.58343], [-1.79079, -1.90303, -0.48886], [1.42906, 1.46959, 1.32782], [2.34352, -0.44201, -1.55109], [1.89408, 1.22599, -1.17033], [0.73265, 0.15601, -1.95757], [1.46182, -0.04769, 2.25734], [2.81708, 0.38436, 1.20399]], "forces_ev_per_a": [[-0.4, -1.2, 0.3], [-2.8, 2.5, -0.3], [2.5, -2.8, 0.3], [0.1, 0.2, 0.1], [0.1, -0.2, -0.2], [0.0, 0.1, 0.0], [-0.2, 0.2, 0.0], [0.1, 0.1, 0.1], [0.1, -0.3, -0.1], [0.0, 0.0, 0.1], [0.0, -0.1, 0.0], [0.1, 0.0, 0.0], [0.4, 1.4, -0.3], [0.1, 0.0, 0.0], [0.0, 0.0, 0.0], [0.0, 0.0, 0.0], [0.1, -0.1, 0.0], [0.0, 0.0, 0.0], [-0.1, 0.0, 0.0], [0.0, 0.2, 0.0], [0.0, 0.0, 0.1], [-0.1, 0.0, 0.1], [0.0, 0.0, 0.0], [-0.1, 0.0, 0.0]]}

=====

Relative energy (zero: lowest compared OMol25 entry of this formula, charge and spin), record by record: 33.0; 45.0; 137.3 kcal/mol